1.
# C20H31INOP2Pd

A molecular structure, C20H31INOP2Pd at a distorted geometry (ωB97M-V with the def2-TZVPD basis set, the OMol25 dataset).

- charge = +3
- max |F| (eV/A) = 5.52
- 2S+1 = 5
- gap between HOMO and LUMO (spin up / spin down) (eV) = 7.24 / 5.50
- <S²> = 6.085

Element x y z (Å)
C: 2.630 -1.828 -2.059
I: 4.308 -1.003 2.249
H: 1.713 -1.402 -2.492
H: 2.591 -2.921 -2.050
H: 3.500 -1.527 -2.653
Pd: 2.852 -1.074 -0.114
P: 0.978 -2.510 0.254
C: 0.837 -2.690 2.058
C: -0.750 -2.074 -0.147
H: -1.401 -2.917 0.129
H: 0.243 -4.793 -0.016
H: -0.859 -1.890 -1.221
H: 1.007 -4.169 -1.503
H: 0.290 -1.828 2.461
H: -1.061 -1.179 0.409
C: 1.076 -4.198 -0.411
H: 0.289 -3.617 2.269
H: 2.027 -4.661 -0.128
H: 1.843 -2.714 2.493
P: 2.981 1.001 -1.275
C: 4.032 2.223 -0.455
C: 3.593 0.947 -2.983
H: 0.751 1.400 -2.137
H: 1.598 2.925 -1.770
H: 0.887 1.948 -0.452
C: 1.405 1.903 -1.417
H: 2.838 0.496 -3.635
H: 3.827 1.958 -3.336
H: 4.331 2.976 -1.195
H: 4.916 1.728 -0.044
H: 4.500 0.335 -3.023
H: 3.475 2.702 0.357
C: 1.949 0.095 1.138
O: 1.462 0.854 1.864
C: -3.182 -0.101 4.480
C: -1.944 0.555 4.396
C: -1.473 1.011 3.178
C: -2.231 0.821 1.980
C: -3.520 0.218 2.095
C: -3.952 -0.282 3.320
N: -1.642 1.113 0.793
C: -2.281 1.477 -0.358
C: -1.853 0.888 -1.582
C: -2.458 1.206 -2.791
C: -3.437 2.211 -2.832
C: -3.816 2.862 -1.649
C: -3.283 2.484 -0.422
H: -3.527 -0.466 5.451
H: -1.337 0.723 5.287
H: -0.500 1.500 3.102
H: -4.120 0.130 1.184
H: -4.907 -0.808 3.383
H: -1.029 0.174 -1.513
H: -2.149 0.660 -3.686
H: -3.872 2.496 -3.793
H: -4.553 3.662 -1.696
H: -3.592 2.972 0.504

Atom charges from the natural (NBO) analysis, given in e for atoms 1 to 8: -0.82, 0.10, 0.21, 0.24, 0.24, 0.52, 1.18, -0.97

2.
# C20H31IrN2S4

A molecular structure, C20H31IrN2S4 at a distorted geometry (ωB97M-V with the def2-TZVPD basis set, the OMol25 dataset).

- max |F| (eV/A) = 1.15
- 2S+1 = 5
- gap between HOMO and LUMO (spin up / spin down) (eV) = 7.40 / 5.86
- <S²> = 6.033

Element x y z (Å)
Ir: 0.103 -0.271 0.221
C: 1.903 0.542 2.939
C: 3.311 0.368 2.387
S: 3.365 -0.183 0.647
C: 3.809 1.345 -0.223
C: 2.697 2.373 -0.213
S: 1.344 1.898 -1.348
C: 0.225 3.295 -0.987
C: -1.045 2.898 -0.253
S: -0.754 1.768 1.137
C: -2.289 0.266 3.913
C: -1.483 -0.559 4.559
S: 0.843 -0.882 2.543
H: 1.416 1.444 2.574
H: 1.950 0.591 4.030
H: 3.831 -0.417 2.934
H: 3.886 1.293 2.464
H: 4.034 1.031 -1.243
H: 4.714 1.748 0.233
H: 3.074 3.337 -0.558
H: 2.269 2.485 0.783
H: -0.014 3.748 -1.950
H: 0.801 4.006 -0.398
H: -1.751 2.430 -0.934
H: -1.509 3.790 0.170
H: -3.003 -0.092 3.182
H: -2.259 1.336 4.065
H: -1.513 -1.630 4.409
H: -0.762 -0.200 5.284
C: -1.799 -0.924 -0.558
C: -2.374 0.101 -1.446
C: -1.789 0.381 -2.690
C: -2.329 1.329 -3.533
C: -3.491 2.014 -3.168
C: -4.100 1.726 -1.944
C: -3.534 0.799 -1.093
C: -4.039 3.015 -4.023
N: -4.468 3.837 -4.703
H: -1.595 -1.838 -1.106
H: -2.434 -1.133 0.303
H: -0.894 -0.159 -2.978
H: -1.868 1.543 -4.489
H: -5.009 2.243 -1.670
H: -4.000 0.589 -0.139
C: -0.044 -4.017 -1.201
C: 1.079 -3.236 -0.485
C: 1.242 -3.817 0.931
C: 2.399 -3.434 -1.261
N: 0.800 -1.850 -0.461
H: 0.239 -5.065 -1.290
H: -0.209 -3.612 -2.201
H: -0.971 -3.952 -0.631
H: 1.408 -4.892 0.864
H: 0.347 -3.625 1.521
H: 2.089 -3.352 1.432
H: 2.692 -4.483 -1.254
H: 3.185 -2.839 -0.797
H: 2.276 -3.105 -2.294

Atom charges from the natural (NBO) analysis, given in e for atoms 1 to 8: 0.91, -0.56, -0.54, 0.22, -0.55, -0.53, 0.27, -0.52

3.
# C20H31N3O5S2

A single C20H31N3O5S2 molecule at a distorted geometry (ωB97M-V with the def2-TZVPD basis set, the OMol25 dataset).

- SMILES = O=S(=O)(c1cccc(S(=O)(=O)N2CCC(N3CCCCC3)CC2)c1)N1CCOCC1
- max |F| (eV/A) = 1.07
- gap between HOMO and LUMO (eV) = 8.26

Element x y z (Å)
O: -1.827 -1.766 4.062
S: -1.064 -0.788 4.774
O: -1.686 -0.038 5.823
N: 0.248 -1.563 5.435
C: 0.976 -2.463 4.569
H: 0.244 -3.061 4.027
C: 1.867 -3.347 5.447
H: 2.510 -3.977 4.832
O: 2.726 -2.566 6.245
C: 1.998 -1.701 7.084
H: 2.735 -1.140 7.659
C: 1.115 -0.756 6.262
H: 0.481 -0.150 6.908
H: 1.754 -0.104 5.646
H: 1.361 -2.284 7.765
H: 1.231 -3.976 6.087
H: 1.604 -1.907 3.855
C: -0.342 0.359 3.595
C: 0.004 -0.108 2.343
C: 0.652 0.748 1.473
C: 0.953 2.047 1.839
C: 0.591 2.508 3.098
C: -0.053 1.656 3.982
H: -0.352 1.978 4.967
H: 0.815 3.522 3.389
H: 1.464 2.677 1.128
S: 1.157 0.091 -0.120
O: 1.645 1.183 -0.918
O: 2.042 -1.009 0.123
N: -0.300 -0.528 -0.645
C: -0.211 -1.679 -1.521
C: 0.126 -1.268 -2.952
H: 1.113 -0.805 -2.952
H: 0.153 -2.143 -3.601
C: -0.923 -0.272 -3.477
N: -0.692 -0.011 -4.880
C: 0.423 0.830 -5.261
C: 0.080 2.320 -5.412
C: -1.107 2.495 -6.355
C: -2.282 1.658 -5.858
C: -1.839 0.195 -5.734
H: -2.665 -0.423 -5.373
H: -1.564 -0.165 -6.734
H: -2.618 2.030 -4.888
H: -3.120 1.725 -6.554
H: -1.389 3.549 -6.418
H: -0.828 2.160 -7.357
H: -0.163 2.750 -4.440
H: 0.953 2.846 -5.803
H: 1.228 0.707 -4.536
H: 0.784 0.461 -6.230
H: -1.902 -0.766 -3.415
C: -0.947 0.943 -2.530
C: -1.229 0.484 -1.099
H: -1.151 1.324 -0.405
H: -2.238 0.062 -1.023
H: 0.024 1.438 -2.543
H: -1.717 1.653 -2.833
H: 0.565 -2.324 -1.108
H: -1.173 -2.201 -1.482
H: -0.241 -1.113 2.041

Atom charges from the natural (NBO) analysis, given in e for atoms 1 to 8: -0.93, 2.33, -0.94, -0.67, -0.27, 0.24, -0.07, 0.20

4.
# C20H31N5O4

A single C20H31N5O4 molecule (ωB97M-V with the def2-TZVPD basis set, the OMol25 dataset).

- SMILES = CN(C[C@@H](O)CNC(=O)c1cnn(CC2CCC2)c1)C(=O)C[C@H]1CCCC(=O)N1
- max |F| (eV/A) = 0.10
- gap between HOMO and LUMO (eV) = 9.90

Element x y z (Å)
C: 1.400 1.655 1.000
N: 1.304 0.474 0.149
C: -0.042 0.008 -0.175
C: -0.459 -1.206 0.652
O: -0.222 -0.999 2.038
C: -1.942 -1.512 0.503
N: -2.781 -0.448 1.007
C: -3.342 0.479 0.183
O: -3.210 0.439 -1.032
C: -4.115 1.545 0.847
C: -4.449 1.762 2.200
N: -5.169 2.859 2.351
N: -5.298 3.365 1.111
C: -6.081 4.571 0.900
C: -7.524 4.415 1.326
C: -7.882 4.400 2.828
C: -9.125 5.255 2.494
C: -8.438 5.650 1.167
C: -4.686 2.612 0.186
C: 2.420 0.100 -0.543
O: 3.494 0.653 -0.373
C: 2.277 -1.032 -1.545
C: 3.617 -1.722 -1.821
C: 4.132 -2.492 -0.609
C: 3.366 -3.793 -0.416
C: 3.557 -4.684 -1.637
C: 3.348 -3.975 -2.960
O: 3.113 -4.590 -3.985
N: 3.484 -2.619 -2.964
H: 2.397 1.712 1.426
H: 1.219 2.569 0.427
H: 0.656 1.585 1.792
H: -0.727 0.832 0.020
H: -0.137 -0.224 -1.236
H: 0.101 -2.088 0.315
H: 0.711 -0.784 2.151
H: -2.187 -1.658 -0.548
H: -2.167 -2.431 1.043
H: -2.786 -0.288 1.999
H: -4.210 1.168 3.069
H: -5.613 5.386 1.457
H: -6.016 4.807 -0.163
H: -7.960 3.549 0.822
H: -8.026 3.434 3.305
H: -7.147 4.966 3.403
H: -10.001 4.632 2.314
H: -9.397 6.053 3.181
H: -7.863 6.572 1.283
H: -9.047 5.723 0.268
H: -4.689 2.856 -0.862
H: 1.541 -1.768 -1.223
H: 1.894 -0.604 -2.477
H: 4.343 -0.950 -2.073
H: 5.190 -2.719 -0.760
H: 4.070 -1.846 0.267
H: 3.712 -4.309 0.482
H: 2.302 -3.592 -0.263
H: 4.582 -5.066 -1.661
H: 2.899 -5.552 -1.634
H: 3.337 -2.208 -3.875

Atom charges from the natural (NBO) analysis, given in e for atoms 1 to 8: -0.42, -0.45, -0.25, 0.09, -0.73, -0.24, -0.61, 0.67